# 1
Computed, not measured: a structure of composition C14H26BaBrN6O2 at a distorted geometry, with ωB97M-V/def2-TZVPD.

Its HOMO energy is -11.62 eV. The charge is +1. Its LUMO energy is -0.0882 Eh. The energy relative to the best compared isomer or geometry (same formula, charge and spin) comes out at 0.026 eV. The HOMO-LUMO gap comes out at 9.22 eV. Its total energy is -98710.28499 eV.

Geometry as XYZ:
```
50
Properties=species:S:1:pos:R:3:forces:R:3
Ba -0.08280 0.23038 -0.00459 0.84 -0.31 0.73
C 2.17831 1.52424 2.46041 0.05 -0.16 0.15
C 1.70795 2.90045 2.00809 -0.05 -0.12 0.07
N 0.60530 2.82648 1.03700 0.01 0.19 0.05
C 0.81102 3.63468 -0.17872 0.09 0.08 0.01
C 2.00707 3.18009 -1.01062 -0.17 -0.02 0.04
N 1.99705 1.73455 -1.28387 0.13 0.06 -0.12
C 3.26554 1.05732 -0.98785 0.05 0.08 0.03
C 3.60720 1.06429 0.50038 0.00 -0.15 -0.15
N 2.49262 0.60994 1.34907 0.13 0.16 0.07
H 3.02917 1.66305 3.14109 0.02 -0.01 -0.05
H 1.38961 1.04833 3.05287 -0.03 0.04 -0.03
H 1.41528 3.44968 2.90643 -0.04 0.03 -0.04
H 2.53742 3.46257 1.58131 0.02 0.01 -0.02
H -0.24226 3.16262 1.48066 0.00 0.01 -0.03
H -0.10395 3.56463 -0.77186 0.02 -0.01 -0.02
H 0.97527 4.69476 0.05544 -0.13 0.00 0.02
H 2.00097 3.76251 -1.93462 0.01 -0.04 -0.02
H 2.93424 3.44690 -0.50373 0.03 -0.01 0.00
H 1.76668 1.58527 -2.26027 0.02 -0.02 0.01
H 3.18147 0.02599 -1.34147 0.00 0.00 0.01
H 4.11860 1.51072 -1.51055 -0.06 -0.05 -0.10
H 4.49104 0.43437 0.63007 -0.02 0.01 0.07
H 3.91333 2.06471 0.80237 0.01 0.02 0.04
H 2.73267 -0.28914 1.74905 0.00 0.00 0.01
N 0.46543 -2.66382 -0.03240 -0.10 -0.08 -0.01
C 0.29589 -3.31700 1.27898 -0.02 0.09 -0.02
C -0.99922 -2.87188 1.93386 0.10 0.09 -0.01
N -0.94426 -1.44727 2.32850 -0.11 0.00 -0.04
H -0.30903 -2.95575 -0.62999 0.02 0.05 -0.04
H 1.30384 -3.01723 -0.48186 0.00 0.00 0.00
H 1.14170 -3.03509 1.91317 0.00 -0.05 0.02
H 0.29040 -4.40825 1.20830 0.01 0.00 -0.04
H -1.20911 -3.52805 2.78204 -0.04 0.02 0.00
H -1.81665 -2.98210 1.21917 -0.02 -0.06 -0.01
H -0.42796 -1.35599 3.19790 0.01 -0.02 0.00
H -1.88870 -1.13849 2.54019 0.03 0.04 0.04
Br -2.76612 -4.70969 -1.27164 -0.07 0.02 -0.01
C -3.49570 -3.04514 -1.84734 0.22 0.04 0.12
C -4.72247 -3.01485 -2.48150 -0.12 0.05 -0.07
C -5.19128 -1.77036 -2.87816 -0.01 -0.15 -0.01
C -4.43012 -0.63996 -2.63431 0.07 0.16 0.03
C -3.21204 -0.79751 -1.99905 -0.07 -0.20 -0.04
N -2.74841 -1.98965 -1.60236 -0.01 -0.02 0.01
C -2.24455 0.30129 -1.64689 -0.23 0.18 -0.30
O -2.45216 0.95844 -0.59509 -0.41 0.03 -0.10
O -1.16920 0.34611 -2.29560 -0.20 0.02 -0.26
H -5.28290 -3.92010 -2.65899 0.01 -0.01 0.01
H -6.14578 -1.68892 -3.38071 -0.01 -0.01 0.00
H -4.77037 0.34184 -2.93228 0.01 0.00 0.01
```
Positions in Å, forces in eV/Å.

=====

# 2
Computed, not measured: a structure of composition C14H26IOP2PtS at a distorted geometry, with ωB97M-V/def2-TZVPD.

Its HOMO energy (alpha / beta) is -18.26 / -18.24 eV. The charge is +3. Its expectation value of S² is 6.04. Its spin multiplicity is 5. Its LUMO energy (alpha / beta) is -0.3585 / -0.4749 Eh. The HOMO-LUMO gap (alpha / beta) comes out at 8.51 / 5.32 eV. Its total energy is -57716.78294 eV.

Geometry as XYZ:
```
46
Properties=species:S:1:pos:R:3:forces:R:3
C 2.04739 0.19841 -2.40974 -1.04 0.49 -0.23
I 4.84115 -0.06044 -2.27034 0.43 0.02 -0.28
H 2.44691 0.30578 -1.41752 -0.27 -0.19 0.50
H 2.08391 1.10853 -3.01662 0.04 -0.42 0.05
H 2.15369 -0.75056 -2.92994 -0.11 0.11 0.11
Pt -0.34595 0.14709 -1.61452 3.91 0.29 0.34
P 0.07628 2.39424 -1.23233 -0.64 1.63 -0.83
C -1.22591 3.12964 -0.21248 -0.12 0.33 0.18
C 1.63042 2.93737 -0.42239 -0.08 -0.17 -0.09
H 1.83977 3.98000 -0.72788 -0.14 -0.50 0.13
H 0.48908 4.26580 -2.71260 -0.13 -0.08 -0.15
H 2.47486 2.30246 -0.69877 -0.03 0.23 0.03
H 0.65427 2.69381 -3.55364 -0.06 0.16 -0.11
H -1.11464 2.78642 0.82632 -0.05 0.09 -0.29
H 1.50158 2.91460 0.66216 0.07 0.02 -0.07
C 0.06602 3.26443 -2.83630 0.09 0.07 0.54
H -1.16199 4.22780 -0.22322 -0.02 -0.29 0.03
H -0.96509 3.33142 -3.17898 0.00 0.02 -0.14
H -2.21656 2.82285 -0.57234 0.26 0.18 0.04
P 0.14769 -2.04834 -1.25326 -0.67 -2.11 -0.16
C -1.17709 -2.90547 -0.33235 0.13 -0.02 -0.12
C 0.28319 -2.96404 -2.81366 0.04 0.01 0.37
H 2.53131 -1.85562 -0.72560 0.08 0.03 0.02
H 1.91649 -3.45878 -0.34874 -0.20 0.07 0.04
H 1.55943 -2.08823 0.74626 0.01 -0.15 -0.22
C 1.68685 -2.38990 -0.29889 -0.36 0.26 -0.22
H 1.05674 -2.49780 -3.42507 -0.12 -0.24 -0.16
H 0.52921 -4.01292 -2.60911 -0.04 0.18 -0.17
H -1.05484 -3.98901 -0.38939 0.07 0.05 0.02
H -2.14655 -2.64692 -0.76538 0.10 -0.10 -0.01
H -0.68743 -2.88924 -3.31626 0.23 -0.09 -0.04
H -1.18286 -2.61095 0.71739 0.03 0.06 0.03
C -2.00003 0.08710 -0.86222 -4.46 -0.02 1.94
O -3.03730 0.06527 -0.34486 3.13 0.03 -1.53
S 1.30614 0.28542 2.09483 0.15 0.15 0.11
C -0.02498 -0.12717 3.00660 -0.43 0.00 0.62
C -0.11878 -1.41356 3.59844 -1.01 -1.24 0.57
C -1.27857 -1.78774 4.29447 1.20 0.34 -0.22
C -2.34141 -0.87360 4.43946 -0.13 -0.25 -0.27
C -2.24217 0.40808 3.86653 0.23 1.12 -0.18
C -1.07772 0.81030 3.22806 -0.84 0.40 -0.14
H 0.69833 -2.12207 3.47223 -0.17 0.10 0.15
H -1.33510 -2.76150 4.78205 0.06 0.21 -0.26
H -3.26028 -1.16730 4.96398 0.48 0.14 -0.17
H -3.08081 1.12317 3.96774 0.66 -0.50 -0.01
H -0.94464 1.83122 2.84787 -0.29 -0.45 0.26
```
Positions in Å, forces in eV/Å.

=====

# 3
Computed, not measured: a structure of composition C14H26N3O8RuS5Se at a distorted geometry, with ωB97M-V/def2-TZVPD.

Its HOMO energy is -4.24 eV. The charge is -1. Its LUMO energy is 0.0896 Eh. The energy relative to the best compared isomer or geometry (same formula, charge and spin) comes out at 2.983 eV. The HOMO-LUMO gap comes out at 6.67 eV. Its total energy is -157893.93617 eV.

Geometry as XYZ:
```
58
Properties=species:S:1:pos:R:3:forces:R:3
Ru 1.11035 0.59320 1.15662 0.68 0.57 0.55
C -0.71267 1.29562 3.44114 0.04 -0.01 0.00
C 0.67871 1.50773 2.87444 -0.08 -0.09 -0.05
S 1.63173 2.60513 3.63218 0.01 0.05 -0.01
C 1.18365 -1.04490 1.97894 -0.35 -0.32 -0.25
C 1.30682 -1.39251 3.44107 -0.17 -0.06 0.03
S 1.32539 -2.59795 1.07686 0.22 0.07 0.20
H -0.83050 1.78917 4.40674 0.01 -0.01 0.00
H -0.95426 0.23489 3.53972 -0.01 -0.02 -0.03
H -1.42945 1.70831 2.72886 0.02 0.02 0.06
H 0.73070 -0.73864 4.08774 0.01 0.05 0.01
H 2.36258 -1.25910 3.70318 0.03 -0.04 -0.04
H 1.06135 -2.43879 3.64826 -0.02 0.01 0.02
C -0.38661 1.90247 -1.94948 -0.06 0.09 -0.02
S -0.23820 2.64154 -0.34204 0.21 0.03 -0.22
O 1.19969 2.61386 0.01980 0.05 -0.01 -0.18
O -0.79399 3.96526 -0.44606 -0.19 -0.06 0.18
O -0.91447 1.70973 0.58945 0.16 -0.32 -0.14
H -0.25601 2.68809 -2.69023 0.05 0.01 -0.01
H -1.38169 1.47081 -2.01887 -0.05 0.03 -0.01
H 0.36072 1.12149 -2.04158 -0.03 -0.06 0.02
C -1.60526 -1.65583 -3.14006 0.00 0.08 -0.03
N -2.45389 -1.94103 -2.00442 -0.02 -0.10 0.03
C -3.75788 -2.49660 -2.28405 -0.01 0.02 0.00
C -4.28342 -3.24141 -1.07438 -0.02 0.01 -0.01
C -4.24985 -2.30247 0.11283 -0.02 0.04 -0.01
N -2.91712 -1.77535 0.29023 0.00 -0.12 0.06
C -2.59476 -1.23953 1.59308 0.08 0.08 0.01
C -2.05177 -1.52479 -0.75438 -0.06 0.03 -0.06
O -0.97938 -0.97615 -0.57581 0.01 0.00 -0.07
H -1.46113 -2.56295 -3.73149 0.00 0.00 -0.01
H -0.63343 -1.32792 -2.78652 -0.06 -0.02 -0.03
H -2.05129 -0.88628 -3.78050 -0.02 0.02 -0.02
H -3.66192 -3.16791 -3.14208 0.00 0.00 0.03
H -4.46879 -1.70713 -2.57377 0.00 -0.02 -0.02
H -3.64347 -4.10335 -0.87250 -0.01 -0.01 0.00
H -5.29936 -3.59736 -1.25486 0.00 0.01 0.00
H -4.53332 -2.82310 1.03181 0.01 -0.01 -0.02
H -4.97898 -1.49005 -0.03238 -0.01 -0.02 0.02
H -2.70796 -2.01623 2.35582 -0.01 0.01 0.00
H -3.24306 -0.39481 1.85058 0.01 0.00 0.00
H -1.56561 -0.88638 1.58073 -0.09 -0.02 -0.01
O 1.76972 -0.02819 -1.00779 -0.25 -0.01 0.01
Se 2.31954 -1.46954 -1.53244 0.20 0.16 -0.13
O 3.83306 -1.28472 -2.05664 -0.12 -0.09 0.04
O 2.54910 -2.38585 -0.02376 -0.09 0.08 0.04
O 1.31768 -2.31848 -2.45485 0.16 0.03 0.05
S 3.45155 0.59005 1.68010 0.00 0.05 -0.03
C 3.90068 1.89122 0.67190 -0.04 -0.05 0.17
N 4.00939 1.81633 -0.62936 0.06 -0.07 -0.12
C 4.08698 3.08346 -1.33757 -0.06 0.01 -0.06
C 4.77976 4.03245 -0.36745 0.04 -0.01 0.00
S 4.24147 3.47174 1.28290 -0.01 0.00 0.01
H 3.78325 0.93809 -1.09349 -0.17 -0.01 0.00
H 3.06943 3.41929 -1.55196 -0.01 0.00 0.00
H 4.63935 2.96003 -2.26782 0.01 0.00 0.01
H 4.47094 5.06331 -0.51960 0.00 0.00 0.00
H 5.86589 3.96200 -0.43679 -0.01 0.00 0.00
```
Positions in Å, forces in eV/Å.

=====

# 4
Computed, not measured: an isolated molecule of C14H26N4OS, with ωB97M-V/def2-TZVPD.

Its HOMO energy is -8.13 eV. As for the SMILES: CCCCCCCCCCSc1n[nH]c(NC(C)=O)n1. Its LUMO energy is 0.0153 Eh. The energy relative to the best compared isomer or geometry (same formula, charge and spin) comes out at 0.067 eV. The HOMO-LUMO gap comes out at 8.54 eV. Its total energy is -33784.32838 eV.

Geometry as XYZ:
```
46
Properties=species:S:1:pos:R:3:forces:R:3
C 3.34509 -3.95840 -3.42808 -0.22 0.12 0.05
C 2.58920 -2.66343 -3.15593 0.35 0.01 -0.02
C 3.52387 -1.45577 -3.16536 -0.33 0.09 -0.06
C 2.79409 -0.11636 -3.05218 -0.01 -0.11 0.10
C 1.99119 0.07286 -1.76394 0.30 -0.01 -0.06
C 2.85808 0.05343 -0.50635 -0.30 0.21 0.01
C 2.09113 0.45345 0.75476 0.09 -0.36 -0.12
C 1.06273 -0.58912 1.18848 0.04 0.41 0.20
C 0.34120 -0.16712 2.46666 0.02 -0.25 -0.23
C -0.67077 -1.21536 2.89685 -0.22 0.41 0.38
S -1.55738 -0.73194 4.42068 0.36 -0.50 0.17
C -2.65466 0.42755 3.75447 -0.57 0.58 -0.21
N -3.49820 1.11725 4.49278 0.29 -0.34 0.68
N -4.16212 1.87227 3.59425 0.08 0.00 -0.66
C -3.68860 1.60286 2.36574 0.00 -0.12 0.79
N -4.12891 2.18759 1.20203 0.10 -0.07 -0.20
C -5.12389 3.12899 1.13744 0.16 -0.08 -0.47
C -5.40940 3.59432 -0.26636 -0.18 0.15 0.11
O -5.69746 3.52780 2.12475 -0.16 0.12 0.25
N -2.73588 0.69634 2.42376 -0.15 0.18 -0.52
H 4.11460 -4.11557 -2.67512 0.10 -0.06 0.06
H 2.66806 -4.80950 -3.40917 0.01 -0.14 -0.01
H 3.82523 -3.92374 -4.40378 0.08 -0.04 -0.09
H 1.81710 -2.52740 -3.91714 -0.10 0.04 0.04
H 2.09337 -2.73999 -2.18686 -0.12 0.03 0.01
H 4.08585 -1.45722 -4.10312 0.09 -0.04 0.02
H 4.24790 -1.55184 -2.35456 0.12 -0.04 0.01
H 3.53156 0.68708 -3.12726 -0.03 0.08 -0.05
H 2.11324 -0.01712 -3.90188 0.04 0.05 -0.08
H 1.22430 -0.69909 -1.69971 -0.13 0.01 0.01
H 1.48084 1.03822 -1.82073 -0.10 0.00 0.04
H 3.68951 0.74892 -0.64594 0.11 -0.05 -0.04
H 3.27870 -0.94274 -0.36108 0.13 -0.06 0.01
H 2.80470 0.59850 1.56950 -0.02 0.08 0.06
H 1.58795 1.40831 0.58505 0.00 0.09 0.04
H 0.32369 -0.73231 0.39870 -0.04 -0.10 -0.07
H 1.56592 -1.54483 1.35409 0.02 -0.11 -0.06
H -0.18075 0.77553 2.29299 0.05 0.02 0.06
H 1.06549 -0.01241 3.26909 0.00 0.05 0.03
H -1.42524 -1.37455 2.12863 0.08 -0.12 -0.04
H -0.18451 -2.15921 3.14109 -0.04 -0.05 -0.01
H -4.89297 2.52228 3.84686 0.13 -0.10 -0.09
H -3.66435 1.86641 0.36520 -0.09 0.07 0.08
H -4.51552 4.03322 -0.70453 0.07 0.02 -0.06
H -5.72346 2.75407 -0.88206 0.00 -0.06 -0.07
H -6.20051 4.33775 -0.24273 0.01 -0.01 0.02
```
Positions in Å, forces in eV/Å.

=====

> Which formula does entry 1 have?

C14H26BaBrN6O2